#i
Here is a cluster of 2 separate species, C10H16 in total from the OMol25 dataset. Energies are from ωB97M-V/def2-TZVPD.

As for the highest occupied orbital energy: -0.3274 hartree. The calculation puts the frontier orbital gap at 9.88 eV. The SMILES is Cc1ccccc1.CCC. The total charge is 0.

Each atom is followed by the atoms it is bonded to, with distances in Å.
Geometry (Å):
1 C -1.9301 -1.8314 0.9642  C2 1.500, H8 1.087, H9 1.102, H10 1.082
2 C -0.6555 -1.9093 0.1767  C1 1.500, C3 1.399, C7 1.385
3 C -0.5456 -2.7159 -0.9611  C2 1.399, C4 1.388, H11 1.082
4 C 0.7106 -2.8867 -1.5269  C3 1.388, C5 1.390, H12 1.084
5 C 1.7490 -2.0228 -1.1972  C4 1.390, C6 1.386, H13 1.083
6 C 1.6431 -1.2273 -0.0671  C5 1.386, C7 1.396, H14 1.075
7 C 0.4523 -1.2350 0.6623  C2 1.385, C6 1.396, H15 1.083
8 H -2.6988 -2.5868 0.8246  C1 1.087
9 H -2.4821 -0.9499 0.5990  C1 1.102
10 H -1.7721 -1.5753 2.0033  C1 1.082
11 H -1.3899 -3.3160 -1.2733  C3 1.082
12 H 0.7918 -3.6152 -2.3251  C4 1.084
13 H 2.5608 -1.9410 -1.9096  C5 1.083
14 H 2.5289 -0.7464 0.3068  C6 1.075
15 H 0.4810 -0.8828 1.6860  C7 1.083
16 C 0.8543 2.7226 -0.7986  C17 1.513, H19 1.075, H20 1.094, H21 1.097
17 C -0.1842 2.1128 0.1169  C16 1.513, C18 1.529, H22 1.094, H23 1.091
18 C -0.5155 3.0692 1.2631  C17 1.529, H24 1.095, H25 1.098, H26 1.079
19 H 1.6960 3.2040 -0.3337  C16 1.075
20 H 0.4088 3.4594 -1.4731  C16 1.094
21 H 1.2873 1.9615 -1.4586  C16 1.097
22 H -1.1004 1.8408 -0.4158  C17 1.094
23 H 0.0911 1.1278 0.4974  C17 1.091
24 H -0.9923 3.9672 0.8568  C18 1.095
25 H -1.3209 2.6738 1.8956  C18 1.098
26 H 0.3325 3.3030 1.8875  C18 1.079

=====

#ii
Here is a cluster of 2 separate species, C10H16 in total from the OMol25 dataset. Energies are from ωB97M-V/def2-TZVPD.

As for the highest occupied orbital energy: -0.3273 hartree. The calculation puts the frontier orbital gap at 9.88 eV. The SMILES is CCc1ccccc1.CC. The total charge is 0.

Each atom is followed by the atoms it is bonded to, with distances in Å.
Geometry (Å):
1 C 2.7115 0.9351 1.5551  C2 1.491, H9 1.072, H10 1.116, H11 1.065
2 C 1.2498 1.2084 1.6690  C1 1.491, C3 1.584, H12 1.189, H13 1.194
3 C 0.2238 1.1533 0.4631  C2 1.584, C4 1.367, C8 1.391
4 C 0.5617 0.9030 -0.8371  C3 1.367, C5 1.389, H14 1.192
5 C -0.2701 1.1921 -1.9110  C4 1.389, C6 1.387, H15 1.053
6 C -1.5571 1.6314 -1.6405  C5 1.387, C7 1.371, H16 1.025
7 C -1.9362 1.7509 -0.3283  C6 1.371, C8 1.404, H17 1.094
8 C -1.0809 1.5312 0.7637  C3 1.391, C7 1.404, H18 1.076
9 H 3.1358 0.6253 0.6206  C1 1.072
10 H 2.8496 -0.0680 2.0245  C1 1.116
11 H 3.3026 1.7674 1.8586  C1 1.065
12 H 0.6099 0.6402 2.4945  C2 1.189
13 H 1.1367 2.2840 2.1738  C2 1.194
14 H 1.5774 0.2791 -0.8606  C4 1.192
15 H 0.0201 1.1677 -2.9229  C5 1.053
16 H -2.2047 1.9011 -2.3885  C6 1.025
17 H -2.9498 2.1271 -0.1589  C7 1.094
18 H -1.5072 1.4589 1.7489  C8 1.076
19 C -0.4695 -3.1139 -1.2342  C20 1.537, H21 1.156, H22 1.068, H23 1.077
20 C -0.8736 -2.5099 0.1204  C19 1.537, H24 1.197, H25 1.110, H26 1.152
21 H -0.3647 -4.2557 -1.0848  C19 1.156
22 H -1.3177 -2.9735 -1.8682  C19 1.068
23 H 0.1891 -2.4388 -1.7550  C19 1.077
24 H -1.8755 -1.9064 -0.1346  C20 1.197
25 H -0.1394 -1.9455 0.7317  C20 1.110
26 H -1.0215 -3.3444 0.9006  C20 1.152

=====

Which of them is the least stable? Correct choice: #ii.

=====

#i
Here is a cluster of 2 separate species, C10H16 in total from the OMol25 dataset. Energies are from ωB97M-V/def2-TZVPD.

As for the highest occupied orbital energy: -0.3327 hartree. The calculation puts the frontier orbital gap at 10.08 eV. The SMILES is Cc1ccccc1.CCC. The total charge is 0.

Each atom is followed by the atoms it is bonded to, with distances in Å.
Geometry (Å):
1 C -4.0767 -1.5646 -0.2777  C2 1.507, H8 1.094, H9 1.101, H10 1.086
2 C -2.7167 -1.1534 0.2242  C1 1.507, C3 1.355, C7 1.437
3 C -1.5608 -1.7061 -0.2168  C2 1.355, C4 1.411, H11 1.088
4 C -0.2815 -1.3053 0.2222  C3 1.411, C5 1.371, H12 1.083
5 C -0.1724 -0.2067 1.0352  C4 1.371, C6 1.411, H13 1.076
6 C -1.3794 0.3483 1.5120  C5 1.411, C7 1.386, H14 1.087
7 C -2.6541 -0.0470 1.1394  C2 1.437, C6 1.386, H15 1.083
8 H -3.9888 -1.9026 -1.3148  C1 1.094
9 H -4.8123 -0.7456 -0.2812  C1 1.101
10 H -4.5395 -2.3425 0.3222  C1 1.086
11 H -1.5587 -2.4952 -0.9659  C3 1.088
12 H 0.5453 -1.9152 -0.1209  C4 1.083
13 H 0.7934 0.0201 1.4518  C5 1.076
14 H -1.2726 1.1142 2.2765  C6 1.087
15 H -3.4581 0.6031 1.4601  C7 1.083
16 C 1.6919 1.8097 -0.6220  C17 1.543, H19 1.103, H20 1.071, H21 1.085
17 C 3.2202 1.6082 -0.5598  C16 1.543, C18 1.532, H22 1.099, H23 1.105
18 C 3.6684 0.1501 -0.7051  C17 1.532, H24 1.071, H25 1.095, H26 1.084
19 H 1.5830 2.8339 -0.2267  C16 1.103
20 H 1.2521 1.2778 0.1965  C16 1.071
21 H 1.2410 1.8125 -1.6084  C16 1.085
22 H 3.6648 2.2942 -1.2940  C17 1.099
23 H 3.6221 1.9598 0.4079  C17 1.105
24 H 3.0817 -0.2630 -1.5002  C18 1.071
25 H 4.7597 0.1033 -0.7874  C18 1.095
26 H 3.3480 -0.2880 0.2328  C18 1.084

=====

#ii
Here is a cluster of 2 separate species, C10H16 in total from the OMol25 dataset. Energies are from ωB97M-V/def2-TZVPD.

As for the highest occupied orbital energy: -0.3228 hartree. The calculation puts the frontier orbital gap at 9.78 eV. The SMILES is Cc1ccccc1.CCC. The total charge is 0.

Each atom is followed by the atoms it is bonded to, with distances in Å.
Geometry (Å):
1 C -2.7601 0.7408 0.4123  C2 1.517, H8 1.086, H9 1.118, H10 1.114
2 C -1.3255 0.9068 0.8775  C1 1.517, C3 1.421, C7 1.431
3 C -1.1730 0.9134 2.2904  C2 1.421, C4 1.384, H11 1.053
4 C 0.1256 0.9859 2.7637  C3 1.384, C5 1.403, H12 1.092
5 C 1.2321 1.3014 1.9604  C4 1.403, C6 1.373, H13 1.076
6 C 1.0721 1.3699 0.5983  C5 1.373, C7 1.458, H14 1.039
7 C -0.2284 1.1264 -0.0151  C2 1.431, C6 1.458, H15 1.079
8 H -3.0307 0.2466 -0.5167  C1 1.086
9 H -3.2656 1.7308 0.2898  C1 1.118
10 H -3.2024 0.1829 1.2685  C1 1.114
11 H -2.0274 0.9097 2.9065  C3 1.053
12 H 0.1581 0.6949 3.8155  C4 1.092
13 H 2.1889 1.4954 2.4133  C5 1.076
14 H 1.7722 1.7310 -0.0788  C6 1.039
15 H -0.4992 1.1510 -1.0592  C7 1.079
16 C 0.2174 -1.9700 -0.6507  C17 1.572, H19 1.095, H20 1.109, H21 1.065
17 C 0.9318 -1.8409 -2.0448  C16 1.572, C18 1.551, H22 1.135, H23 1.168
18 C 1.8096 -0.5720 -2.2054  C17 1.551, H24 1.062, H25 1.084, H26 1.083
19 H 0.3179 -0.9557 -0.2492  C16 1.095
20 H 0.8826 -2.4328 0.1063  C16 1.109
21 H -0.8203 -2.2095 -0.6779  C16 1.065
22 H 1.4820 -2.8225 -2.1958  C17 1.135
23 H 0.1443 -1.7526 -2.9028  C17 1.168
24 H 1.3036 0.3453 -2.3817  C18 1.062
25 H 2.6096 -0.6123 -1.4754  C18 1.084
26 H 2.0848 -0.6641 -3.2490  C18 1.083

=====

#iii
Here is a cluster of 2 separate species, C10H16 in total from the OMol25 dataset. Energies are from ωB97M-V/def2-TZVPD.

As for the highest occupied orbital energy: -0.3313 hartree. The calculation puts the frontier orbital gap at 10.01 eV. The SMILES is Cc1ccccc1.CCC. The total charge is 0.

Each atom is followed by the atoms it is bonded to, with distances in Å.
Geometry (Å):
1 C 1.4750 0.1636 2.6167  C2 1.491, H8 1.092, H9 1.087, H10 1.098
2 C 0.4139 -0.7531 2.1110  C1 1.491, C3 1.381, C7 1.410
3 C 0.2316 -0.9686 0.7596  C2 1.381, C4 1.395, H11 1.085
4 C -0.8115 -1.7761 0.3064  C3 1.395, C5 1.376, H12 1.085
5 C -1.6377 -2.4359 1.1872  C4 1.376, C6 1.406, H13 1.077
6 C -1.4521 -2.2145 2.5632  C5 1.406, C7 1.374, H14 1.084
7 C -0.4569 -1.3857 3.0214  C2 1.410, C6 1.374, H15 1.083
8 H 2.4138 -0.3667 2.7919  C1 1.092
9 H 1.1181 0.6937 3.4955  C1 1.087
10 H 1.8492 0.8911 1.8850  C1 1.098
11 H 0.6860 -0.3635 -0.0173  C3 1.085
12 H -0.9032 -1.9787 -0.7554  C4 1.085
13 H -2.4084 -3.1345 0.9075  C5 1.077
14 H -2.1911 -2.6284 3.2392  C6 1.084
15 H -0.3502 -1.1847 4.0799  C7 1.083
16 C 0.5146 0.4355 -3.1680  C17 1.536, H19 1.089, H20 1.089, H21 1.097
17 C 0.5251 1.9264 -2.7993  C16 1.536, C18 1.544, H22 1.094, H23 1.085
18 C -0.4902 2.4630 -1.7673  C17 1.544, H24 1.091, H25 1.100, H26 1.084
19 H 0.4939 -0.2658 -2.3349  C16 1.089
20 H 1.3552 0.2028 -3.8193  C16 1.089
21 H -0.3921 0.1425 -3.7115  C16 1.097
22 H 1.5172 2.0825 -2.3647  C17 1.094
23 H 0.4193 2.4971 -3.7158  C17 1.085
24 H -0.2489 2.1826 -0.7414  C18 1.091
25 H -0.1336 3.5028 -1.7964  C18 1.100
26 H -1.5373 2.2726 -1.9733  C18 1.084

=====

Which of them is the least stable? Correct choice: #ii.